No. 1
{
  "formula": "C4H35NO12S2",
  "method": "wB97M-V/def2-TZVPD",
  "homo_lumo_gap_ev": 8.7805,
  "total_energy_ha": -1927.37153,
  "de_lowest_kj_mol": 245.55,
  "charge": 0,
  "homo_energy_ev": -8.73,
  "symbols": ["N", "C", "C", "S", "S", "C", "C", "H", "H", "H", "H", "H", "H", "H", "H", "H", "H", "H", "H", "H", "O", "H", "H", "O", "H", "H", "O", "H", "H", "O", "H", "H", "O", "H", "H", "O", "H", "H", "O", "H", "H", "O", "H", "H", "O", "H", "H", "O", "H", "H", "O", "H", "H", "O"],
  "coordinates": [[-1.7123, 2.4464, -1.5144], [-0.5737, 1.7388, -0.9363], [0.1088, 0.8391, -1.9607], [1.2426, 1.6769, -3.1081], [2.9179, 1.9516, -2.0093], [3.8928, 0.4321, -2.0646], [3.2901, -0.9490, -1.8327], [-2.0959, 3.0146, -0.7774], [-2.4503, 1.8322, -1.8376], [-0.7712, 1.0651, -0.0958], [0.1307, 2.4514, -0.5541], [-0.5256, 0.2100, -2.5686], [0.7001, 0.1263, -1.3896], [4.5939, 0.7042, -1.2605], [4.4643, 0.3765, -2.9674], [4.0163, -1.7532, -1.8853], [2.6278, -1.0023, -0.9659], [2.6392, -1.1212, -2.7124], [-4.3388, 0.2275, -3.4286], [-2.7700, 0.5029, -3.6840], [-3.4863, 0.4418, -3.0362], [2.6998, -0.5640, 2.1776], [1.8115, 0.6783, 1.7323], [2.2392, 0.2614, 2.4831], [1.7160, -4.0093, 2.2031], [0.5585, -2.8928, 1.9073], [1.4162, -3.0792, 2.3437], [-0.9321, 1.2109, -5.0053], [-1.1503, -0.2411, -5.3806], [-1.6258, 0.5348, -4.9900], [3.9169, -2.5460, 2.6022], [2.4866, -2.7450, 1.9135], [3.3428, -2.2301, 1.8817], [1.0025, 3.4832, 1.8796], [0.8940, 2.3560, 2.8216], [0.6285, 2.6377, 1.9416], [-1.2744, -2.7096, 1.7363], [-1.2441, -4.0350, 1.0577], [-0.9852, -3.1333, 0.9029], [-1.2915, -1.6823, 3.6484], [-2.1350, -1.4557, 2.4006], [-2.0344, -2.0680, 3.1633], [-1.2689, 3.7870, 1.4788], [-2.2680, 4.6870, 2.0297], [-1.8968, 4.4626, 1.1734], [0.7295, -2.1625, 3.4676], [1.0642, -0.5430, 3.6026], [0.4348, -1.2834, 3.8110], [-2.9102, -1.4335, -0.4523], [-3.4569, -0.4395, -1.5174], [-3.7348, -0.9994, -0.7472], [-3.1690, -0.0457, 0.8031], [-2.6008, 0.9504, 1.8077], [-2.8636, 0.0373, 1.7119]],
  "lowdin_charge": [0.038, -0.359, -0.536, 0.479, 0.497, -0.611, -0.151, 0.038, 0.031, 0.092, 0.074, 0.052, 0.046, 0.060, 0.054, 0.073, 0.054, 0.067, 0.075, -0.002, -0.064, 0.024, 0.022, -0.079, 0.158, 0.075, 0.012, 0.040, 0.095, -0.062, 0.061, -0.148, -0.103, 0.030, 0.056, -0.019, -0.011, 0.054, -0.050, 0.004, 0.006, -0.082, 0.000, 0.038, -0.055, 0.013, 0.036, -0.098, 0.039, 0.006, -0.080, 0.004, 0.047, -0.035]
}

---

No. 2
{
  "formula": "C4H36N2O14",
  "method": "wB97M-V/def2-TZVPD",
  "homo_lumo_gap_ev": 8.6292,
  "total_energy_ha": -1336.82437,
  "de_lowest_kj_mol": 439.78,
  "charge": 0,
  "homo_energy_ev": -8.59,
  "symbols": ["N", "C", "C", "N", "C", "C", "O", "H", "H", "H", "H", "H", "H", "H", "H", "H", "H", "H", "H", "O", "H", "H", "O", "H", "H", "O", "H", "H", "O", "H", "H", "O", "H", "H", "O", "H", "H", "O", "H", "H", "O", "H", "H", "O", "H", "H", "O", "H", "H", "O", "H", "H", "O", "H", "H", "O"],
  "coordinates": [[2.9894, 0.2138, -1.0645], [2.7173, 1.2862, -0.1246], [1.3515, 1.1527, 0.5441], [1.4264, 1.6613, 1.9149], [0.1875, 1.8920, 2.5975], [-0.3567, 0.7967, 3.4784], [-1.4758, 0.3402, 3.4486], [3.7481, 0.4166, -1.6757], [3.1969, -0.5901, -0.5410], [2.6805, 2.2599, -0.5994], [3.5070, 1.3690, 0.6171], [0.9953, 0.1239, 0.6376], [0.6199, 1.6198, -0.1339], [2.1259, 1.1832, 2.4637], [0.3627, 2.7322, 3.2976], [-0.5039, 2.4583, 2.0052], [0.3777, 0.4731, 4.2067], [0.5281, -4.7416, 1.4420], [-0.0511, -3.5281, 0.8664], [0.8004, -3.8680, 1.1639], [-0.6213, -0.0518, -3.5739], [-1.9930, 0.7554, -3.5994], [-1.5400, -0.0349, -3.3556], [1.8279, 0.1075, -2.3886], [0.8768, -0.8545, -2.9212], [1.3260, -0.0553, -3.2333], [-4.0436, -1.4796, 1.1896], [-2.8273, -0.4313, 1.1167], [-3.3235, -1.0931, 0.5896], [-0.5006, -1.5401, -1.4330], [-1.6019, -0.5614, -1.4465], [-1.1522, -1.1290, -0.8261], [2.2975, -2.7517, 1.1519], [2.5007, -1.4691, 2.0047], [2.7608, -1.9132, 1.1290], [-3.6132, 0.5886, -2.3169], [-3.6670, -0.1885, -0.9726], [-3.8312, 0.7153, -1.3844], [2.3320, -1.7435, 4.1383], [0.8989, -2.0740, 3.2304], [1.5238, -1.4514, 3.6931], [-3.3673, 2.3600, -0.4160], [-2.0113, 2.2536, -0.7614], [-2.6084, 2.9259, -0.3323], [-1.9005, -2.5264, 0.7304], [-2.6881, -3.8462, 0.9682], [-1.8837, -3.4226, 1.1140], [-1.1424, 4.1532, -1.2181], [0.1551, 4.4066, -0.2192], [-0.1383, 4.2311, -1.0770], [0.6723, -3.0670, -1.1773], [1.9401, -2.8589, -2.0859], [0.9524, -2.7853, -2.1044], [-0.4895, 3.0667, -2.4293], [0.2139, 1.9791, -3.1216], [-0.5612, 2.5347, -3.2065]],
  "lowdin_charge": [0.015, -0.237, -0.217, -0.066, -0.200, -0.247, 0.047, 0.088, 0.033, 0.112, 0.106, 0.095, 0.109, 0.105, 0.125, 0.110, 0.095, 0.062, 0.000, -0.051, -0.006, 0.024, -0.040, 0.000, -0.009, -0.095, 0.122, 0.072, -0.098, 0.016, -0.009, -0.059, -0.021, 0.036, -0.092, 0.037, 0.041, -0.076, 0.072, 0.087, -0.076, -0.005, 0.041, -0.079, 0.016, 0.020, -0.037, 0.075, 0.015, -0.061, 0.060, 0.086, -0.078, -0.043, 0.015, -0.036]
}

---

No. 3
{
  "formula": "C4H36N2O14S",
  "method": "wB97M-V/def2-TZVPD",
  "homo_lumo_gap_ev": 9.0960,
  "total_energy_ha": -1735.06847,
  "de_lowest_kj_mol": 293.19,
  "charge": 0,
  "homo_energy_ev": -9.13,
  "symbols": ["N", "C", "C", "S", "C", "N", "C", "O", "H", "H", "H", "H", "H", "H", "H", "H", "H", "H", "H", "H", "O", "H", "H", "O", "H", "H", "O", "H", "H", "O", "H", "H", "O", "H", "H", "O", "H", "H", "O", "H", "H", "O", "H", "H", "O", "H", "H", "O", "H", "H", "O", "H", "H", "O", "H", "H", "O"],
  "coordinates": [[-1.8842, 0.0444, -0.8462], [-0.9642, 0.2835, 0.2714], [-1.0885, -0.8959, 1.2706], [-2.6704, -0.6682, 2.1538], [0.4119, 0.2031, -0.3582], [0.9968, 1.1624, -1.1494], [0.5294, 2.4736, -1.5302], [1.2354, -0.6984, -0.1079], [-1.9916, -0.9055, -1.1739], [-2.8135, 0.4224, -0.7389], [-1.3037, 1.2408, 0.6888], [-1.2269, -1.8917, 0.8405], [-0.2202, -1.0271, 1.9159], [-2.3237, 0.0547, 3.2296], [1.9909, 1.0242, -1.2435], [-0.5618, 2.6139, -1.4286], [0.7854, 2.8241, -2.5353], [1.0784, 3.1786, -0.8793], [0.9461, -1.8512, 4.2399], [-0.0261, -0.7884, 4.6313], [0.3410, -1.6321, 4.9528], [-0.2823, 4.3929, 0.4967], [0.1092, 3.0419, 1.3748], [-0.4367, 3.8556, 1.2713], [1.9160, -1.6341, 1.9425], [3.1374, -1.0283, 2.6129], [2.1750, -0.9820, 2.6187], [-3.5639, 3.3294, 0.2691], [-2.1635, 3.6109, 0.6850], [-2.8005, 3.8396, -0.0257], [-2.6613, -2.6792, -1.8433], [-3.8051, -2.0323, -0.8921], [-3.5659, -2.2867, -1.7842], [2.2438, 2.4994, 1.9037], [2.0153, 1.2107, 1.2960], [1.5367, 1.8306, 1.8795], [4.6987, -0.2393, -0.0362], [3.2144, -0.6152, -0.5448], [3.8352, 0.0847, -0.2940], [1.9845, -3.9116, 1.0529], [1.7686, -2.7977, 0.0289], [2.2031, -2.9938, 0.8708], [3.0511, -0.3360, -3.9620], [1.7815, 0.3706, -3.9038], [2.6325, 0.3573, -3.4274], [0.6641, 1.2635, 3.2728], [0.7850, 1.5530, 4.7915], [0.3193, 0.9988, 4.1605], [-3.4466, -0.9878, -3.1512], [-2.6461, 0.2841, -3.6090], [-2.8484, -0.6304, -3.8311], [0.2562, -1.3242, -2.5760], [-0.5575, -0.9968, -3.8189], [0.0842, -1.6500, -3.4755], [-1.1643, -4.2446, -1.5745], [-0.7084, -3.0225, -2.4356], [-1.0018, -3.2979, -1.5455]],
  "lowdin_charge": [0.059, -0.345, -0.474, 0.737, -0.408, 0.030, -0.068, -0.029, 0.028, 0.074, 0.124, 0.062, 0.059, -0.150, 0.092, 0.086, 0.084, 0.078, -0.012, -0.017, -0.092, 0.042, 0.018, -0.067, -0.015, 0.053, -0.071, 0.031, -0.008, -0.087, 0.014, 0.046, -0.078, 0.101, 0.051, -0.050, 0.045, 0.017, -0.053, 0.066, 0.039, -0.046, 0.052, 0.035, -0.064, 0.005, 0.054, -0.078, 0.006, 0.031, -0.074, 0.026, 0.047, -0.055, 0.070, 0.031, -0.053]
}

---

No. 4
{
  "formula": "C4H36N2O14S",
  "method": "wB97M-V/def2-TZVPD",
  "homo_lumo_gap_ev": 8.9002,
  "total_energy_ha": -1734.91311,
  "de_lowest_kj_mol": 701.10,
  "charge": 0,
  "homo_energy_ev": -9.01,
  "symbols": ["O", "C", "N", "C", "N", "C", "C", "S", "H", "H", "H", "H", "H", "H", "H", "H", "H", "H", "H", "H", "O", "H", "H", "O", "H", "H", "O", "H", "H", "O", "H", "H", "O", "H", "H", "O", "H", "H", "O", "H", "H", "O", "H", "H", "O", "H", "H", "O", "H", "H", "O", "H", "H", "O", "H", "H", "O"],
  "coordinates": [[-1.2809, -0.9405, -1.5836], [-1.9273, -0.5144, -0.6497], [-1.8268, 0.8352, -0.4648], [-2.3306, 1.4858, 0.7616], [-1.2411, 1.6730, 1.8310], [-2.7326, -1.4776, 0.3005], [-2.3521, -2.8873, 0.1666], [-2.7371, -3.5898, -1.5427], [-1.3462, 1.4110, -1.1383], [-2.6885, 2.5056, 0.5488], [-3.3077, 0.8896, 1.1898], [-0.4988, 2.1666, 1.3754], [-0.8612, 0.8249, 2.1902], [-2.7778, -0.9541, 1.3828], [-3.8450, -1.2121, 0.1108], [-3.0207, -3.5272, 0.8228], [-1.4062, -3.1371, 0.4725], [-1.5941, -3.5513, -2.3500], [3.7982, -0.2533, 2.3337], [3.4324, 0.0776, 3.8005], [4.0619, 0.1811, 3.0744], [2.2818, -0.8668, -3.8778], [2.5198, 0.6300, -3.9470], [2.4358, -0.1126, -3.3274], [1.5299, -3.2055, -0.7271], [1.5184, -4.6513, -0.8275], [1.2417, -4.0090, -0.2487], [1.5193, 1.2255, 3.4546], [2.3049, 2.2586, 2.5756], [1.9785, 2.0880, 3.3408], [-1.1214, 4.3335, -2.5311], [-0.9767, 4.3932, -1.0504], [-1.5049, 4.1047, -1.7298], [0.3440, 2.3376, -2.5314], [1.0061, 0.9275, -2.8932], [0.2765, 1.4635, -2.5336], [2.7893, -0.8908, 0.7734], [4.1972, -1.0599, 0.4217], [3.4771, -1.4057, 0.9285], [-3.7197, 1.4440, -1.1387], [-4.8309, 0.3381, -0.9749], [-4.6359, 1.3034, -0.8224], [1.7610, 4.5498, -0.7791], [1.2008, 3.0546, -0.7272], [1.0974, 3.9279, -1.2218], [0.0966, -2.2128, -3.5952], [0.6153, -1.0791, -2.7895], [0.7591, -1.9260, -3.2145], [0.9958, 1.1225, -0.9359], [1.0833, 1.0177, 0.5656], [1.3934, 1.5504, -0.2021], [0.4768, -0.9465, 2.7854], [0.1244, -0.8324, 4.1593], [0.5339, -0.3637, 3.5065], [1.9285, -2.7338, 2.8397], [0.7369, -3.1725, 1.9917], [1.0480, -2.6079, 2.6513]],
  "lowdin_charge": [0.004, -0.470, 0.044, -0.227, 0.046, -0.204, -0.502, 0.692, 0.101, 0.108, 0.148, 0.029, 0.004, 0.144, 0.126, 0.095, 0.019, -0.138, -0.089, 0.042, -0.019, 0.032, 0.078, -0.049, 0.051, -0.006, -0.018, 0.010, -0.090, 0.003, 0.004, -0.026, 0.005, -0.048, 0.025, 0.000, -0.048, 0.071, 0.040, 0.022, 0.058, -0.085, 0.095, 0.001, -0.120, -0.098, 0.025, 0.046, -0.013, 0.067, -0.037, -0.015, 0.019, -0.008, 0.026, 0.009, 0.025]
}